# C5H4F2N2

An isolated molecule of C5H4F2N2 (ωB97M-V/def2-TZVPD, the OMol25 dataset).

The geometry in XYZ format:
```
13
Properties=species:S:1:pos:R:3:lowdin_charge:R:1
C 0.981 -2.456 0.185 0.032
C 1.038 -1.155 0.457 -0.151
C 0.144 -0.179 -0.058 -0.158
N -0.691 -0.144 -1.027 0.060
N -1.316 1.029 -1.102 0.023
C -0.944 1.949 -0.139 -0.291
F -1.566 3.133 -0.198 0.103
C -0.013 1.472 0.685 -0.075
F 0.641 1.928 1.740 0.082
H 1.683 -3.142 0.629 0.054
H 0.234 -2.872 -0.466 0.060
H 1.793 -0.769 1.126 0.103
H -1.984 1.206 -1.834 0.158
```

## Properties
Electronic energy ... -13661.6582 eV
HOMO level ... -8.681 eV
Frontier orbital gap ... 9.42 eV
Net charge ... 0
Lowest unoccupied orbital energy ... 0.7 eV
Structure (SMILES) ... C=Cc1n[nH]c(F)c1F

# C2H9NPS

A 2-piece molecular cluster, C2H9NPS overall (ωB97M-V/def2-TZVPD, the OMol25 dataset).

The geometry in XYZ format:
```
14
Properties=species:S:1:pos:R:3:lowdin_charge:R:1
C -0.732 -0.881 -0.131 -0.492
C -0.015 0.245 0.485 -0.170
N -0.235 1.455 -0.418 0.093
P 3.068 -0.286 -0.174 0.669
S -2.574 -0.380 -0.207 0.721
H -0.472 -1.113 -1.072 0.029
H -0.588 -1.665 0.494 0.050
H -0.190 0.397 1.470 0.069
H -1.097 2.141 -0.149 0.213
H -0.445 1.192 -1.426 0.174
H 0.474 2.204 -0.401 0.150
H 2.548 -1.590 -0.608 -0.179
H 3.142 -0.761 1.100 -0.252
H -2.883 -0.958 1.039 -0.074
```

## Properties
Electronic energy ... -23822.8665 eV
HOMO level (spin up / spin down) ... -12.702 / -13.360 eV
Frontier orbital gap (spin up / spin down) ... 7.19 / 8.38 eV
Net charge ... +1
Lowest unoccupied orbital energy (spin up / spin down) ... -5.5 / -5.0 eV

# C26H31FN4O4

An isolated molecule of C26H31FN4O4 (ωB97M-V/def2-TZVPD, the OMol25 dataset).

The geometry in XYZ format:
```
66
Properties=species:S:1:pos:R:3:lowdin_charge:R:1
C 1.812 -3.842 -3.203 -0.090
C 2.558 -2.593 -2.748 -0.267
N 1.776 -1.782 -1.827 -0.189
C 1.364 -2.466 -0.614 -0.236
C 2.483 -3.046 0.260 -0.075
C 2.362 -0.474 -1.581 -0.198
C 1.277 0.582 -1.351 -0.141
C 1.904 1.957 -1.073 -0.152
N 1.050 2.831 -0.295 -0.040
C 1.321 2.872 1.136 -0.088
C 0.971 1.570 1.806 -0.105
C -0.299 1.269 2.161 0.059
C -0.639 0.014 2.747 -0.144
C -1.940 -0.322 3.131 0.071
C -2.216 -1.548 3.699 -0.195
C -1.181 -2.489 3.871 -0.191
C 0.116 -2.160 3.517 0.071
C 0.398 -0.916 2.963 -0.187
N 1.672 -0.574 2.599 0.178
C 2.051 0.607 2.001 -0.429
O 3.215 0.776 1.673 0.043
O -1.411 -3.733 4.380 -0.017
C -2.777 -4.088 4.429 -0.142
C -3.605 -2.921 4.960 -0.149
O -3.503 -1.818 4.087 -0.025
C -0.144 3.352 -0.715 -0.487
O -0.913 3.899 0.052 0.052
N -0.369 3.240 -2.070 0.148
C -1.450 3.711 -2.808 -0.222
C -2.537 4.372 -2.239 -0.004
C -3.579 4.810 -3.034 -0.003
C -3.533 4.587 -4.397 -0.287
F -4.554 5.016 -5.175 0.044
C -2.468 3.933 -4.987 -0.015
C -1.430 3.497 -4.188 -0.025
H 0.805 -3.577 -3.516 0.078
H 2.334 -4.287 -4.046 0.071
H 1.750 -4.585 -2.413 0.061
H 3.537 -2.880 -2.329 0.115
H 2.748 -1.971 -3.628 0.112
H 0.683 -3.270 -0.903 0.108
H 0.785 -1.755 -0.020 0.099
H 2.049 -3.467 1.164 0.062
H 3.198 -2.275 0.538 0.062
H 3.016 -3.837 -0.261 0.064
H 2.944 -0.184 -2.459 0.123
H 3.047 -0.473 -0.721 0.111
H 0.615 0.602 -2.219 0.112
H 0.670 0.302 -0.490 0.101
H 2.808 1.806 -0.479 0.115
H 2.211 2.447 -2.005 0.126
H 2.384 3.081 1.281 0.132
H 0.718 3.682 1.551 0.129
H -1.085 1.991 1.989 0.130
H -2.745 0.381 2.993 0.135
H 0.895 -2.889 3.675 0.128
H 2.411 -1.251 2.746 0.158
H -2.847 -4.958 5.083 0.134
H -3.128 -4.354 3.422 0.140
H -4.664 -3.177 5.012 0.134
H -3.242 -2.644 5.960 0.140
H 0.348 2.798 -2.622 0.111
H -2.553 4.540 -1.176 0.099
H -4.423 5.324 -2.603 0.118
H -2.458 3.772 -6.054 0.117
H -0.591 2.985 -4.639 0.111
```

## Properties
Electronic energy ... -44334.2726 eV
HOMO level ... -8.030 eV
Frontier orbital gap ... 8.21 eV
Net charge ... 0
Lowest unoccupied orbital energy ... 0.2 eV
Structure (SMILES) ... CCN(CC)CCCN(Cc1cc2cc3c(cc2[nH]c1=O)OCCO3)C(=O)Nc1ccc(F)cc1

# C56H41BCrF4I4N6P

C56H41BCrF4I4N6P as an isolated structure (ωB97M-V/def2-TZVPD, the OMol25 dataset).

The geometry in XYZ format:
```
114
Properties=species:S:1:pos:R:3:mulliken_spin:R:1
Cr 0.459 0.834 0.177 2.989
I -5.003 1.306 -7.833 0.000
C -3.739 1.371 -6.177 -0.001
C -3.125 2.564 -5.825 0.000
C -2.290 2.604 -4.719 -0.002
C -2.059 1.462 -3.957 -0.004
C -2.675 0.271 -4.335 0.000
C -3.514 0.221 -5.437 0.000
C -1.156 1.476 -2.776 0.018
C 0.000 0.716 -2.849 0.031
C 0.545 0.222 -4.084 0.003
C 1.785 -0.229 -3.805 0.009
C 1.980 -0.071 -2.388 0.037
C 3.140 -0.433 -1.724 0.026
C 4.263 -1.011 -2.514 0.000
C 4.124 -2.214 -3.202 -0.001
C 5.176 -2.750 -3.928 0.000
C 6.385 -2.072 -3.980 0.000
I 7.972 -2.868 -5.072 0.000
C 6.542 -0.867 -3.313 0.000
C 5.483 -0.344 -2.587 0.000
C 3.320 -0.241 -0.356 0.024
N 2.479 0.428 0.490 0.038
C 3.042 0.287 1.743 0.006
C 2.559 0.803 2.932 0.049
C 3.375 0.649 4.167 0.003
C 4.618 1.269 4.260 0.000
C 5.376 1.173 5.416 0.000
C 4.888 0.446 6.491 0.000
I 6.020 0.295 8.236 0.000
C 3.653 -0.182 6.414 0.000
C 2.899 -0.076 5.256 0.002
C 1.386 1.556 3.020 0.023
C 1.017 2.327 4.168 0.012
C -0.065 3.064 3.815 0.003
C -0.359 2.738 2.452 0.036
N 0.520 1.794 1.991 -0.133
C -1.346 3.354 1.691 0.006
C -1.535 3.142 0.332 0.014
C -2.686 3.626 -0.371 0.000
C -2.665 3.063 -1.599 -0.002
C -1.484 2.255 -1.667 -0.005
N -0.777 2.340 -0.494 0.006
C -2.276 4.279 2.393 -0.002
C -2.281 5.641 2.109 -0.002
C -3.151 6.500 2.762 0.000
C -4.029 5.995 3.710 0.000
I -5.340 7.279 4.697 0.000
C -4.036 4.640 4.009 0.000
C -3.159 3.792 3.352 -0.002
C 4.247 -0.488 1.663 -0.001
C 4.431 -0.799 0.364 -0.001
N 0.873 0.498 -1.818 -0.131
H -3.290 3.457 -6.411 0.000
H -1.802 3.532 -4.449 0.000
H -2.494 -0.629 -3.758 0.000
H -3.991 -0.710 -5.712 0.000
H 0.063 0.291 -5.045 0.001
H 2.523 -0.602 -4.495 0.001
H 3.180 -2.737 -3.169 0.001
H 5.053 -3.691 -4.447 0.000
H 7.482 -0.335 -3.361 0.000
H 5.604 0.598 -2.067 0.000
H 4.992 1.844 3.422 0.000
H 6.337 1.666 5.479 0.000
H 3.281 -0.758 7.250 0.000
H 1.947 -0.581 5.178 0.000
H 1.550 2.341 5.103 0.002
H -0.586 3.799 4.404 0.001
H -3.433 4.280 0.044 0.000
H -3.396 3.159 -2.383 0.000
H -1.592 6.033 1.372 0.000
H -3.143 7.557 2.536 0.000
H -4.722 4.247 4.746 0.000
H -3.162 2.734 3.581 0.000
H 4.849 -0.777 2.507 0.000
H 5.219 -1.387 -0.073 0.000
C -0.143 -3.540 -3.641 0.000
P -0.288 -2.969 -1.892 0.022
C 0.925 -4.080 -1.080 -0.001
C -1.872 -3.744 -1.414 0.002
C -2.063 -4.204 -0.112 0.001
C -3.312 -4.634 0.310 0.000
C -4.396 -4.608 -0.558 0.000
C -4.217 -4.156 -1.858 0.000
C -2.966 -3.730 -2.280 0.000
H -0.771 -2.946 -4.305 0.000
H -0.393 -4.597 -3.756 0.000
H 0.889 -3.383 -3.961 0.000
H 0.768 -5.129 -1.339 0.000
H 0.892 -3.960 0.002 0.000
H 1.922 -3.780 -1.393 0.000
H -1.247 -4.207 0.594 0.000
H -3.433 -4.991 1.325 0.000
H -5.369 -4.950 -0.228 0.000
H -5.051 -4.143 -2.548 0.000
H -2.847 -3.384 -3.301 0.000
C -3.608 -1.642 2.825 0.000
N -2.937 -1.013 1.702 0.005
C -3.259 -1.155 0.375 -0.005
C -2.284 -0.521 -0.324 0.030
N -1.370 -0.004 0.562 -0.141
C -1.793 -0.325 1.771 0.052
H -4.405 -2.270 2.437 0.000
H -4.037 -0.889 3.485 0.000
H -2.893 -2.262 3.362 0.000
H -4.112 -1.726 0.052 -0.001
H -2.158 -0.437 -1.386 0.008
H -1.267 -0.129 2.691 -0.001
F 0.757 -1.374 1.410 -0.044
B 0.574 -2.315 2.484 0.022
F 1.555 -3.285 2.395 0.000
F 0.638 -1.600 3.682 -0.002
F -0.701 -2.887 2.365 0.000
```

## Properties
Electronic energy ... -149347.8157 eV
HOMO level (spin up / spin down) ... -7.364 / -7.416 eV
Frontier orbital gap (spin up / spin down) ... 5.84 / 5.84 eV
Net charge ... 0
2S+1 ... 4
Lowest unoccupied orbital energy (spin up / spin down) ... -1.5 / -1.6 eV

| no. | strongest force on any atom (hartree/bohr) |
| --- | --- |
| 1 | 0.1249 |
| 2 | 0.0928 |
| 3 | 0.0154 |
| 4 | 0.0132 |